Below is one molecule with the formula C4H7N at a distorted geometry, with properties calculated with ωB97M-V/def2-TZVPD.

Last column: natural (NBO) charge in e.
Cartesian coordinates (Å):
C1 0.46 -0.37 1.02  -0.217
C2 1.17 -0.21 -0.10  -0.232
C3 0.34 0.35 -1.15  -0.282
N1 -1.10 0.14 -0.67  -0.584
C4 -0.93 0.18 0.86  -0.277
H1 1.02 -0.70 1.89  0.216
H2 2.17 -0.57 -0.16  0.217
H3 0.51 1.48 -1.25  0.205
H4 0.26 -0.22 -2.16  0.210
H5 -1.18 -0.96 -0.92  0.334
H6 -1.72 -0.43 1.34  0.210
H7 -1.00 1.30 1.30  0.200

Net charge ... 0
Structure (SMILES) ... C1=CCNC1
LUMO energy ... 1.12 eV
Energy relative to the best compared isomer or geometry (same formula, charge and spin) ... 39.8 kcal/mol
E_HOMO ... -9.3 eV
Kohn-Sham gap ... 0.38227 Eh
2S+1 ... 1



Below is a 2-piece molecular cluster, C2H9N3O overall at a distorted geometry, with properties calculated with ωB97M-V/def2-TZVPD.

Last column: natural (NBO) charge in e.
Cartesian coordinates (Å):
H1 0.37 0.43 -2.01  0.336
N1 0.40 0.15 -1.03  -0.803
C1 -0.68 0.47 -0.45  0.589
N2 -1.77 1.12 -1.07  -0.831
N3 -0.85 0.20 0.91  -0.616
C2 -0.30 -1.11 1.38  -0.412
H2 -2.65 0.90 -0.66  0.372
H3 -1.77 0.97 -2.06  0.383
H4 -1.79 0.38 1.21  0.365
H5 0.46 -0.90 2.14  0.202
H6 -1.10 -1.60 1.92  0.189
H7 0.11 -1.66 0.55  0.227
O1 3.53 0.03 -0.22  -0.955
H8 3.29 0.93 0.04  0.467
H9 2.75 -0.30 -0.65  0.486

Net charge ... 0
Structure (SMILES) ... [H]/N=C(\N)NC.O
LUMO energy ... 0.64 eV
Energy relative to the best compared isomer or geometry (same formula, charge and spin) ... 13.8 kcal/mol
E_HOMO ... -9.3 eV
Kohn-Sham gap ... 0.36548 Eh
2S+1 ... 1



Below is one molecule with the formula C20H22N4O2S at a distorted geometry, with properties calculated with ωB97M-V/def2-TZVPD.

Last column: natural (NBO) charge in e.
Cartesian coordinates (Å):
C1 1.85 1.27 -3.87  -0.617
C2 1.76 1.08 -2.36  -0.216
N1 0.47 0.56 -1.99  -0.364
C3 -0.66 1.29 -1.75  0.136
S1 -0.75 3.04 -1.85  0.249
C4 0.05 3.52 -0.26  -0.610
C5 0.41 2.31 0.59  0.680
O1 1.59 2.02 0.70  -0.624
N2 -0.60 1.60 1.15  -0.460
C6 -1.99 2.01 1.15  -0.222
C7 -2.44 2.19 2.59  -0.405
C8 -2.44 0.82 3.25  -0.421
C9 -1.25 -0.01 2.85  -0.057
C10 -1.03 -1.22 3.50  -0.192
C11 0.03 -2.04 3.17  -0.221
C12 0.90 -1.65 2.16  -0.205
C13 0.70 -0.45 1.51  -0.226
C14 -0.36 0.39 1.84  0.214
N3 -1.66 0.51 -1.45  -0.279
N4 -1.21 -0.74 -1.46  -0.298
C15 0.07 -0.73 -1.78  0.338
C16 0.88 -1.92 -1.84  -0.214
C17 2.11 -2.16 -2.51  -0.296
C18 2.45 -3.44 -2.22  0.085
O2 1.52 -4.01 -1.43  -0.395
C19 0.57 -3.10 -1.20  0.374
C20 -0.60 -3.47 -0.36  -0.673
H1 1.67 0.33 -4.39  0.209
H2 1.11 2.00 -4.20  0.221
H3 2.84 1.64 -4.14  0.218
H4 2.53 0.39 -2.00  0.221
H5 1.91 2.04 -1.85  0.232
H6 -0.61 4.22 0.24  0.235
H7 0.98 4.03 -0.51  0.248
H8 -2.12 2.93 0.58  0.219
H9 -2.58 1.23 0.65  0.234
H10 -3.43 2.64 2.63  0.215
H11 -1.74 2.85 3.10  0.202
H12 -2.47 0.91 4.34  0.221
H13 -3.34 0.27 2.95  0.216
H14 -1.72 -1.51 4.28  0.208
H15 0.18 -2.97 3.69  0.212
H16 1.73 -2.27 1.88  0.214
H17 1.39 -0.16 0.73  0.238
H18 2.66 -1.49 -3.14  0.224
H19 3.29 -4.04 -2.51  0.206
H20 -1.12 -2.57 -0.04  0.269
H21 -1.29 -4.09 -0.93  0.231
H22 -0.27 -4.05 0.51  0.225

Net charge ... 0
Structure (SMILES) ... CCn1c(SCC(=O)N2CCCc3ccccc32)nnc1-c1ccoc1C
LUMO energy ... 0.56 eV
Energy relative to the best compared isomer or geometry (same formula, charge and spin) ... 11.3 kcal/mol
E_HOMO ... -8.2 eV
Kohn-Sham gap ... 0.32167 Eh
2S+1 ... 1



Below is C5H12N3O as an isolated structure at a distorted geometry, with properties calculated with ωB97M-V/def2-TZVPD.

Last column: Mulliken spin population.
Cartesian coordinates (Å):
C1 0.09 -0.70 -1.87  0.854
C2 0.20 -1.53 -0.15  0.809
C3 -0.92 1.12 -0.79  0.006
C4 -1.21 0.57 0.53  0.022
C5 2.49 -1.31 0.48  0.063
N1 -0.79 0.24 -1.95  0.151
N2 -1.29 1.63 1.56  -0.002
N3 -0.13 -0.39 0.87  0.017
O1 1.32 -2.08 0.19  0.035
H1 0.40 -1.42 -2.59  0.025
H2 -1.79 1.68 -1.00  0.014
H3 -0.02 1.82 -0.57  -0.001
H4 -2.24 0.05 0.67  -0.013
H5 2.43 -0.26 0.23  -0.002
H6 3.25 -1.85 -0.04  -0.006
H7 2.79 -1.53 1.47  0.001
H8 -1.50 0.33 -2.59  0.016
H9 -2.25 1.93 1.53  0.002
H10 -0.72 2.43 1.30  0.002
H11 -0.65 -0.98 1.53  0.002
H12 0.54 0.23 1.21  0.006

Net charge ... +1
LUMO energy (spin up / spin down) ... -2.79 / -5.34 eV
Energy relative to the best compared isomer or geometry (same formula, charge and spin) ... 45.9 kcal/mol
E_HOMO (spin up / spin down) ... -10.6 / -14.0 eV
Kohn-Sham gap (spin up / spin down) ... 0.28603 / 0.31744 Eh
2S+1 ... 3



Below is one molecule with the formula C4H12N2O2 at a distorted geometry, with properties calculated with ωB97M-V/def2-TZVPD.

Last column: natural (NBO) charge in e.
Cartesian coordinates (Å):
O1 2.59 0.57 -0.64  -0.750
C1 2.25 -0.74 -1.20  0.081
N1 1.14 -1.32 -0.52  -0.675
C2 -0.20 -1.08 -1.02  -0.209
C3 -0.91 0.22 -0.42  -0.251
N2 -1.45 -0.03 0.89  -0.651
C4 -1.24 0.92 1.91  0.091
O2 -2.00 2.15 1.72  -0.787
H1 2.73 0.40 0.28  0.455
H2 1.92 -0.51 -2.20  0.178
H3 3.16 -1.31 -1.00  0.167
H4 1.21 -1.91 0.28  0.390
H5 -0.20 -1.00 -2.11  0.179
H6 -0.80 -1.98 -0.86  0.193
H7 -0.11 0.98 -0.41  0.214
H8 -1.66 0.36 -1.20  0.176
H9 -2.43 -0.27 0.79  0.371
H10 -0.22 1.31 1.99  0.170
H11 -1.71 0.68 2.86  0.190
H12 -2.06 2.55 0.85  0.468

Net charge ... 0
Structure (SMILES) ... OCNCCNCO
LUMO energy ... 0.97 eV
Energy relative to the best compared isomer or geometry (same formula, charge and spin) ... 65.9 kcal/mol
E_HOMO ... -8.5 eV
Kohn-Sham gap ... 0.34941 Eh
2S+1 ... 1



Below is C19H25CuN3SSi as an isolated structure at a distorted geometry, with properties calculated with ωB97M-V/def2-TZVPD.

Last column: Mulliken spin population.
Cartesian coordinates (Å):
C1 4.36 -1.50 0.39  0.003
C2 3.29 -1.72 -0.52  0.008
C3 2.90 -0.46 -1.06  0.003
H1 2.84 -2.68 -0.77  0.001
C4 3.77 0.55 -0.51  0.014
C5 4.65 -0.10 0.42  0.002
H2 5.44 0.38 1.00  0.000
H3 4.90 -2.29 0.91  0.000
H4 2.12 -0.26 -1.80  -0.017
H5 3.84 1.59 -0.84  0.001
Cu1 2.58 -0.27 1.01  0.032
C6 -2.01 0.87 2.42  0.041
H6 -1.41 0.09 1.73  0.046
H7 -2.52 1.76 2.01  -0.009
H8 -1.27 1.29 3.13  0.001
Si1 -1.68 0.47 -0.40  0.577
C7 -2.78 -0.99 -0.68  0.050
C8 -2.33 -2.09 -1.45  -0.022
H9 -1.34 -2.05 -1.90  -0.004
C9 -3.19 -3.17 -1.68  -0.010
H10 -2.86 -4.00 -2.31  -0.001
C10 -4.47 -3.19 -1.10  0.027
H11 -5.12 -4.05 -1.25  0.002
C11 -4.92 -2.09 -0.36  -0.007
H12 -5.94 -2.08 0.03  -0.001
C12 -4.08 -1.01 -0.14  0.069
H13 -4.42 -0.14 0.42  -0.006
C13 -1.52 1.35 -2.02  0.102
C14 -2.39 1.12 -3.12  0.023
H14 -3.18 0.37 -3.01  0.001
C15 -2.23 1.80 -4.33  0.000
H15 -2.91 1.57 -5.15  -0.001
C16 -1.23 2.74 -4.50  0.014
H16 -1.11 3.26 -5.45  0.001
C17 -0.38 3.01 -3.42  0.004
H17 0.40 3.77 -3.53  0.000
C18 -0.50 2.32 -2.21  -0.002
H18 0.20 2.51 -1.39  0.005
H19 -2.70 0.26 3.03  0.008
H20 -2.61 1.38 0.44  0.044
N1 2.57 1.37 2.55  -0.002
N2 2.86 0.86 3.91  0.000
C19 2.83 -0.51 3.92  0.001
N3 3.71 -1.08 4.80  0.000
S1 1.75 -1.31 2.88  0.001
H21 1.61 1.74 2.61  0.003
H22 3.22 2.15 2.38  0.000
H23 3.71 1.24 4.34  0.000
H24 3.73 -2.09 4.83  0.000
H25 3.84 -0.64 5.72  0.000

Net charge ... 0
LUMO energy (spin up / spin down) ... 0.23 / -0.80 eV
Energy relative to the best compared isomer or geometry (same formula, charge and spin) ... 27.2 kcal/mol
E_HOMO (spin up / spin down) ... -6.5 / -6.5 eV
Kohn-Sham gap (spin up / spin down) ... 0.24709 / 0.20873 Eh
2S+1 ... 2



Below is a 2-piece molecular cluster, C14H10F7N3O2 overall at a distorted geometry, with properties calculated with ωB97M-V/def2-TZVPD.

Last column: natural (NBO) charge in e.
Cartesian coordinates (Å):
F1 1.72 -0.62 0.89  -0.291
C1 2.09 -0.03 -0.25  0.927
F2 1.55 1.16 -0.45  -0.274
F3 3.42 0.16 -0.14  -0.291
C2 1.89 -1.05 -1.42  0.550
F4 2.06 -2.31 -0.97  -0.293
F5 2.89 -0.85 -2.30  -0.275
C3 0.55 -1.01 -2.25  0.776
F6 0.15 0.19 -2.63  -0.264
F7 0.89 -1.61 -3.42  -0.281
N1 -0.56 -1.85 -1.68  -0.144
N2 -0.53 -3.09 -2.12  -0.124
C4 -1.45 -3.88 -1.67  0.044
C5 -2.46 -3.52 -0.74  -0.123
C6 -2.44 -2.21 -0.31  -0.163
C7 -1.43 -1.34 -0.80  0.322
C8 -1.48 0.04 -0.26  -0.136
C9 -2.06 1.09 -1.01  -0.256
C10 -2.14 2.35 -0.45  0.037
N3 -1.70 2.77 0.75  -0.313
C11 -1.17 1.74 1.41  0.054
C12 -1.05 0.41 1.02  -0.229
H1 -1.47 -4.91 -2.04  0.239
H2 -3.21 -4.23 -0.39  0.260
H3 -3.18 -1.85 0.41  0.272
H4 -2.44 0.91 -2.01  0.221
H5 -2.62 3.12 -1.06  0.201
H6 -0.78 1.98 2.42  0.287
H7 -0.61 -0.32 1.70  0.251
C13 2.78 2.69 2.47  -0.728
C14 1.47 2.67 3.30  0.750
O1 0.77 3.71 3.24  -0.774
O2 1.26 1.61 3.93  -0.811
H8 2.90 3.64 1.95  0.201
H9 3.63 2.55 3.13  0.208
H10 2.76 1.89 1.74  0.171

Net charge ... 0
LUMO energy ... -3.42 eV
E_HOMO ... -6.4 eV
Kohn-Sham gap ... 0.10867 Eh
2S+1 ... 1



Below is C32H34IMgN6PS2 as an isolated structure at a distorted geometry, with properties calculated with ωB97M-V/def2-TZVPD.

Last column: Löwdin charge in e.
Cartesian coordinates (Å):
Mg1 -0.31 0.56 0.28  0.537
N1 -1.80 -1.81 2.93  0.106
C1 -0.91 -0.89 3.35  -0.684
N2 -0.15 -0.18 2.56  0.068
C2 0.71 0.63 3.29  -0.334
C3 0.59 0.54 4.63  -0.345
S1 -0.62 -0.62 5.05  1.053
C4 1.57 1.53 2.55  -0.354
C5 2.34 2.54 3.04  -0.344
S2 3.06 3.43 1.76  1.061
C6 2.28 2.36 0.61  -0.662
N3 1.57 1.42 1.18  0.028
N4 2.43 2.50 -0.71  0.163
H1 -2.00 -1.79 1.94  0.035
H2 -2.53 -2.10 3.57  0.105
H3 1.14 1.07 5.39  0.075
H4 2.49 2.83 4.07  0.072
H5 2.80 3.36 -1.08  0.111
H6 1.82 1.95 -1.29  0.087
N5 2.44 -1.57 0.04  0.108
C7 3.14 -0.86 -0.92  -0.277
C8 4.51 -0.63 -0.73  -0.045
C9 5.27 0.02 -1.69  -0.103
C10 4.68 0.44 -2.86  -0.104
C11 3.33 0.18 -3.08  -0.059
C12 2.54 -0.47 -2.13  -0.157
C13 1.09 -0.64 -2.50  -0.232
C14 0.88 -1.22 -3.76  -0.078
C15 -0.37 -1.26 -4.34  -0.103
C16 -1.42 -0.64 -3.69  -0.106
C17 -1.22 -0.09 -2.43  -0.182
C18 0.01 -0.09 -1.75  -0.138
H7 1.45 -1.39 0.01  -0.018
H8 2.82 -1.50 0.97  0.094
H9 4.97 -0.96 0.19  0.108
H10 6.32 0.18 -1.51  0.099
H11 5.25 0.98 -3.61  0.095
H12 2.86 0.51 -3.99  0.115
H13 1.73 -1.66 -4.28  0.113
H14 -0.52 -1.73 -5.31  0.097
H15 -2.40 -0.59 -4.16  0.096
H16 -2.06 0.43 -1.98  0.075
C19 -0.73 5.47 0.27  -0.122
C20 -0.64 4.77 -0.92  -0.118
C21 -0.71 3.38 -0.92  -0.166
C22 -0.87 2.62 0.25  -0.204
C23 -0.97 3.37 1.43  -0.173
C24 -0.92 4.76 1.45  -0.114
H17 -0.64 6.55 0.29  0.091
H18 -0.51 5.31 -1.85  0.091
H19 -0.64 2.86 -1.88  0.078
H20 -1.09 2.86 2.39  0.077
H21 -1.01 5.30 2.39  0.093
I1 -5.64 2.12 2.73  0.872
C25 -4.69 0.85 1.36  -0.688
C26 -5.42 0.12 0.44  -0.122
C27 -4.74 -0.74 -0.41  -0.034
C28 -3.37 -0.86 -0.28  -0.150
N6 -2.67 -0.15 0.60  0.021
C29 -3.31 0.70 1.40  -0.210
H22 -6.50 0.22 0.38  0.100
H23 -5.28 -1.30 -1.16  0.112
H24 -2.80 -1.55 -0.89  0.084
H25 -2.70 1.27 2.10  0.085
C30 0.57 -3.84 -1.23  -0.277
P1 -0.39 -3.11 0.15  0.824
C31 0.41 -4.01 1.55  -0.289
C32 -1.90 -4.17 -0.02  -0.299
H26 0.62 -4.93 -1.13  0.041
H27 1.58 -3.43 -1.23  0.022
H28 0.10 -3.58 -2.17  0.034
H29 0.48 -5.08 1.34  0.037
H30 -0.16 -3.86 2.47  0.016
H31 1.41 -3.61 1.70  0.023
H32 -1.65 -5.23 0.00  0.037
H33 -2.38 -3.94 -0.98  0.031
H34 -2.61 -3.95 0.78  0.024

Net charge ... 0
LUMO energy ... 0.15 eV
Energy relative to the best compared isomer or geometry (same formula, charge and spin) ... 12.1 kcal/mol
E_HOMO ... -7.4 eV
Kohn-Sham gap ... 0.27616 Eh
2S+1 ... 1



no.,E (Ha),molar mass (g/mol)
1,-211.29719,69.1
2,-321.10971,91.1
3,-1543.02981,382.5
4,-436.73058,130.2
5,-419.54346,120.2
6,-3231.24949,419.1
7,-1553.14445,385.2
8,-3203.91776,749.0